# 1
The following is a quantum chemistry calculation of C53H52AsCl3N7PSSr as an isolated structure in a non-equilibrium geometry, from OMol25.

CARTESIAN COORDINATES (ANGSTROEM)
Sr: 0.3422 0.2764 -1.0834
C: -2.2331 2.1156 2.5987
C: -1.2770 1.4577 1.6462
N: -1.1440 1.7305 0.4120
C: -1.9457 2.6594 -0.3708
C: -2.5507 1.9507 -1.5934
N: -1.5413 1.3769 -2.4846
C: -2.0071 0.3846 -3.4675
C: -1.0654 -0.8167 -3.6549
N: -0.9106 -1.5604 -2.3995
C: -0.0878 -2.7892 -2.3998
C: 1.3484 -2.6259 -1.8415
N: 1.2461 -1.9445 -0.5688
C: 1.5783 -2.2990 0.5991
C: 2.4234 -3.4795 0.9697
C: 1.0014 -1.4350 1.7133
C: 1.1294 -1.7593 3.0607
C: 0.4808 -0.9676 3.9916
C: -0.2991 0.1063 3.5775
C: -0.3894 0.3653 2.2173
N: 0.2789 -0.3814 1.3403
H: -2.9702 2.7224 2.0827
H: -1.6787 2.7621 3.2840
H: -2.7623 1.3690 3.1878
H: -1.2725 3.4482 -0.7149
H: -2.7505 3.1423 0.1886
H: -3.2213 2.6563 -2.1016
H: -3.1689 1.1238 -1.2387
H: -0.9695 2.0913 -2.9241
H: -2.1812 0.8398 -4.4482
H: -2.9696 0.0048 -3.1229
H: -0.0809 -0.4795 -3.9931
H: -1.4912 -1.4446 -4.4499
H: -1.8294 -1.8086 -2.0445
H: -0.0311 -3.2392 -3.3977
H: -0.5953 -3.4938 -1.7393
H: 1.9477 -1.9976 -2.5105
H: 1.8058 -3.6191 -1.7958
H: 2.8513 -3.9397 0.0823
H: 1.8060 -4.2152 1.4850
H: 3.2385 -3.1651 1.6261
H: 1.6912 -2.6274 3.3725
H: 0.5580 -1.2013 5.0454
H: -0.8326 0.7038 4.3029
S: -0.8599 -4.2376 0.9293
C: -2.1620 -4.7286 1.9790
C: -2.1849 -5.9876 2.5989
C: -3.2338 -6.3665 3.4162
C: -4.2988 -5.5024 3.6465
C: -4.2930 -4.2498 3.0524
C: -3.2400 -3.8588 2.2305
As: -3.0897 -2.0862 1.4384
C: -4.7067 -1.3209 2.2837
C: -4.4950 -0.6554 3.4899
C: -5.5468 -0.0932 4.2002
C: -6.8391 -0.1792 3.7017
C: -7.0674 -0.8404 2.5030
C: -6.0108 -1.4103 1.8036
C: -3.8519 -2.3951 -0.3417
C: -3.6775 -3.5995 -1.0213
C: -4.1543 -3.7511 -2.3179
C: -4.8343 -2.7152 -2.9453
C: -5.0393 -1.5226 -2.2653
C: -4.5371 -1.3628 -0.9796
H: -1.3603 -6.6649 2.4152
H: -3.2247 -7.3476 3.8769
H: -5.1227 -5.8002 4.2824
H: -5.1194 -3.5736 3.2341
H: -3.4864 -0.5988 3.8909
H: -5.3600 0.4086 5.1420
H: -7.6643 0.2609 4.2470
H: -8.0750 -0.9223 2.1141
H: -6.2116 -1.9395 0.8801
H: -3.1505 -4.4129 -0.5402
H: -4.0021 -4.6904 -2.8353
H: -5.2173 -2.8424 -3.9502
H: -5.5934 -0.7171 -2.7336
H: -4.7159 -0.4321 -0.4507
Cl: 2.0500 2.6788 1.8132
C: 2.7995 3.6712 0.5382
Cl: 3.4175 5.1761 1.2472
Cl: 4.0836 2.7811 -0.2549
C: 1.7578 4.0239 -0.4316
N: 0.9361 4.3403 -1.1657
N: 1.9604 1.1708 -2.5719
P: 3.1497 0.9953 -3.5152
C: 4.7396 0.5732 -2.6835
C: 4.6556 -0.3084 -1.6040
C: 5.7830 -0.6579 -0.8782
C: 7.0178 -0.1134 -1.2115
C: 7.1126 0.7748 -2.2716
C: 5.9808 1.1128 -3.0063
C: 3.5816 2.4314 -4.5627
C: 3.0957 3.6713 -4.1618
C: 3.3919 4.8122 -4.8956
C: 4.1713 4.7171 -6.0400
C: 4.6493 3.4803 -6.4545
C: 4.3534 2.3415 -5.7191
C: 2.9931 -0.3400 -4.7688
C: 1.9852 -0.1947 -5.7249
C: 1.7071 -1.2096 -6.6251
C: 2.4347 -2.3942 -6.5812
C: 3.4440 -2.5472 -5.6443
C: 3.7253 -1.5229 -4.7457
H: 3.6832 -0.7010 -1.3250
H: 5.7003 -1.3473 -0.0465
H: 7.9000 -0.3761 -0.6417
H: 8.0697 1.2108 -2.5291
H: 6.0699 1.8130 -3.8271
H: 2.4686 3.7153 -3.2788
H: 3.0094 5.7743 -4.5780
H: 4.4009 5.6052 -6.6154
H: 5.2472 3.4035 -7.3540
H: 4.7178 1.3753 -6.0509
H: 1.4162 0.7291 -5.7548
H: 0.9252 -1.0810 -7.3634
H: 2.2176 -3.1910 -7.2813
H: 4.0195 -3.4640 -5.6123
H: 4.5215 -1.6512 -4.0225

Atomic forces in eV per Å
0.35 0.74 -0.65
0.02 0.01 -0.01
-0.03 0.06 0.01
-0.10 -0.18 0.03
0.04 0.01 0.06
-0.08 -0.07 0.00
0.02 -0.07 0.08
0.01 -0.03 0.00
-0.01 -0.01 0.04
-0.05 -0.13 0.04
-0.04 -0.02 0.03
-0.04 -0.03 0.07
-0.13 -0.16 0.13
-0.05 -0.11 -0.03
0.02 0.07 0.00
-0.04 -0.01 0.06
-0.02 -0.01 0.00
0.00 0.01 0.00
-0.02 -0.02 0.00
0.05 -0.01 0.03
0.05 -0.06 0.11
0.01 0.01 0.01
-0.01 -0.01 0.01
0.00 0.01 -0.01
-0.01 0.01 0.00
-0.04 -0.04 -0.02
0.03 0.03 0.01
-0.02 -0.03 0.01
-0.03 0.02 -0.01
0.00 0.00 0.01
-0.06 -0.04 0.02
0.01 0.03 0.03
0.06 0.00 -0.03
-0.03 -0.01 0.01
0.04 0.06 -0.02
-0.01 -0.06 -0.01
0.00 0.00 -0.01
0.02 0.01 0.00
-0.01 -0.01 0.00
-0.01 -0.02 0.03
-0.01 0.00 -0.01
0.00 0.00 -0.01
0.00 0.00 0.00
0.00 0.00 -0.01
0.05 0.04 -0.09
0.02 0.06 0.05
-0.03 -0.02 -0.01
0.01 -0.01 -0.01
-0.01 0.01 0.01
-0.02 0.02 0.00
0.02 -0.09 -0.04
-0.07 0.03 0.10
0.01 0.08 -0.04
-0.01 -0.03 -0.01
-0.01 0.01 0.01
0.01 0.00 0.01
0.00 0.00 0.00
-0.03 -0.02 0.04
-0.02 -0.03 0.00
0.03 0.02 -0.01
-0.01 0.01 -0.01
0.00 -0.01 0.00
0.03 0.03 -0.01
0.03 0.03 -0.05
0.00 0.01 0.00
0.00 0.00 0.00
0.00 0.00 0.00
0.01 -0.02 0.01
-0.01 -0.02 0.02
0.00 0.00 0.00
0.00 0.00 0.00
0.00 0.00 0.00
-0.01 -0.01 0.03
0.03 -0.01 0.02
0.00 0.00 0.00
0.00 0.00 0.00
0.01 0.00 0.00
0.02 0.01 -0.03
0.04 -0.04 -0.06
0.02 0.03 0.01
0.00 -0.01 0.00
0.01 0.01 0.01
0.02 0.01 -0.01
-0.02 -0.01 0.01
-0.03 -0.01 -0.03
0.05 -0.04 0.04
-0.03 0.00 0.03
0.01 0.01 -0.01
0.02 0.00 0.00
-0.01 0.00 0.00
0.01 0.00 -0.01
0.00 -0.02 0.00
0.01 0.00 0.01
0.00 -0.01 0.00
0.00 0.01 0.00
0.00 0.00 0.00
0.01 0.00 0.00
-0.02 0.01 0.00
-0.01 0.02 -0.02
0.02 0.00 0.01
0.01 0.00 0.00
-0.01 -0.01 -0.01
0.01 0.00 0.00
-0.02 0.01 0.00
0.00 0.01 0.00
0.00 0.00 0.00
0.00 0.00 0.00
0.00 0.00 0.00
0.01 0.00 0.00
0.00 0.00 0.00
0.00 0.00 0.00
0.00 0.00 0.00
0.00 0.00 0.00
0.00 0.00 -0.01
-0.01 0.00 0.00
0.00 0.00 0.00
0.00 0.00 0.00
0.00 0.00 0.00
0.00 -0.01 0.01

The value obtained for the LUMO energy is -0.3386 eV. The value obtained for the HOMO energy is -6.2 eV. As for the orbital gap: 5.815 eV. The calculation puts the calculated total energy at -6820.7819 a.u.



# 2
The following is a quantum chemistry calculation of an isolated molecule of C23H35N3O2, from OMol25.

CARTESIAN COORDINATES (ANGSTROEM)
C: -2.8426 -2.6193 -2.5642
C: -3.0274 -2.0048 -1.2037
C: -3.6902 -0.7949 -1.0540
C: -3.8420 -0.1954 0.1877
C: -4.4596 1.1785 0.3189
N: -3.5654 2.3205 0.2199
C: -2.5558 2.4563 1.2441
C: -1.2662 1.6637 0.9846
C: -0.6724 2.0382 -0.3817
N: 0.5146 1.3131 -0.7959
C: 0.5189 -0.1320 -0.7245
C: 1.0666 -0.7196 0.5863
C: 2.4359 -0.1314 0.9361
C: 3.5198 -0.6543 -0.0060
O: 3.3125 -1.3561 -0.9733
N: 4.7700 -0.2796 0.3610
C: 5.9346 -0.6371 -0.3796
C: 7.0634 0.3397 -0.5066
C: 7.2231 -0.8932 0.3389
C: 2.3514 1.4003 0.8969
C: 1.8056 1.8579 -0.4639
C: -1.7544 1.8718 -1.4574
C: -3.0281 2.6396 -1.0836
C: -3.3627 -0.8666 1.3063
C: -2.7004 -2.0769 1.1998
C: -2.1617 -2.7963 2.3971
C: -2.5171 -2.6359 -0.0681
O: -1.8362 -3.8166 -0.1400
H: -1.7833 -2.6880 -2.8214
H: -3.3295 -2.0083 -3.3195
H: -3.2782 -3.6193 -2.6083
H: -4.0924 -0.3081 -1.9320
H: -4.9537 1.2560 1.2935
H: -5.2208 1.3105 -0.4561
H: -2.9893 2.1593 2.2021
H: -2.3053 3.5238 1.3043
H: -0.5550 1.8838 1.7834
H: -1.4914 0.5991 1.0002
H: -0.3931 3.1000 -0.3515
H: -0.4927 -0.5048 -0.8864
H: 1.1519 -0.4942 -1.5411
H: 0.3788 -0.5221 1.4097
H: 1.1556 -1.8002 0.4654
H: 2.7165 -0.4519 1.9489
H: 4.9061 0.2808 1.1873
H: 5.6658 -1.2527 -1.2276
H: 7.5918 0.3964 -1.4450
H: 6.9724 1.2898 -0.0015
H: 7.8618 -1.6860 -0.0170
H: 7.2398 -0.7708 1.4116
H: 3.3300 1.8563 1.0640
H: 1.6847 1.7382 1.6930
H: 1.7520 2.9489 -0.4954
H: 2.5082 1.5296 -1.2410
H: -1.9864 0.8150 -1.5722
H: -1.3698 2.2391 -2.4098
H: -3.8037 2.4663 -1.8332
H: -2.8012 3.7138 -1.0772
H: -3.4996 -0.4311 2.2865
H: -2.3334 -2.2242 3.3050
H: -1.0936 -2.9708 2.2763
H: -2.6393 -3.7703 2.4934
H: -1.7380 -4.0738 -1.0637

Atomic forces in eV per Å
-0.01 0.04 0.19
0.09 -0.14 -0.08
-0.05 -0.10 0.31
-0.17 -0.06 0.00
0.02 0.10 0.03
-0.15 0.06 0.03
0.08 -0.09 0.11
-0.02 0.29 -0.11
-0.24 -0.17 -0.13
0.11 0.17 -0.03
-0.03 -0.22 -0.04
0.12 0.00 -0.20
-0.24 -0.10 0.07
0.02 0.17 0.54
-0.12 -0.24 -0.33
0.35 0.20 0.20
0.11 -0.08 -0.15
-0.02 0.08 -0.16
0.01 -0.17 0.02
-0.01 0.05 -0.18
0.12 0.10 0.19
-0.05 0.32 0.21
0.07 -0.11 -0.17
-0.13 -0.09 -0.30
0.17 -0.21 -0.06
-0.01 -0.03 -0.09
-0.26 0.48 0.01
0.03 -0.08 -0.04
0.06 -0.05 -0.09
0.00 -0.01 -0.08
0.00 -0.08 -0.08
-0.02 0.08 -0.13
-0.05 -0.06 -0.08
-0.03 -0.04 0.08
0.00 0.08 0.04
0.04 -0.02 0.11
0.06 -0.06 0.05
0.12 0.00 0.02
-0.01 -0.02 0.00
-0.05 -0.05 -0.05
-0.14 -0.09 0.07
-0.03 0.00 0.05
-0.05 -0.04 0.05
0.01 0.03 -0.11
-0.18 -0.04 -0.04
0.13 0.04 0.05
0.04 -0.03 -0.10
-0.07 0.06 0.09
0.04 -0.07 -0.07
-0.07 0.05 0.10
0.01 0.04 0.06
0.03 0.02 0.03
0.05 -0.04 -0.06
0.08 0.11 0.01
0.08 0.00 -0.05
0.06 -0.01 -0.04
-0.03 0.08 -0.02
0.00 0.00 -0.12
0.00 0.06 0.14
0.00 0.02 0.06
0.09 -0.05 0.09
0.03 -0.10 0.09
0.01 0.00 0.07

The value obtained for the LUMO energy is 0.7247 eV. The value obtained for the HOMO energy is -7.6 eV. As for the orbital gap: 8.364 eV. The calculation puts the calculated total energy at -1212.1525 a.u.



Among the records above, which one has the highest LUMO? C23H35N3O2



What is the formula in the first record? C53H52AsCl3N7PSSr